{
  "formula": "C3H11NO",
  "method": "ωB97M-V/def2-TZVPD",
  "gap_ha": 0.3803,
  "e_tot_ev": -6824.9459,
  "smiles": "CCOC.N",
  "fmax_ev_per_a": 4.57,
  "e_above_lowest_kcal_mol": 53.0,
  "species": ["H", "N", "H", "H", "C", "C", "H", "C", "H", "H", "H", "H", "O", "H", "H", "H"],
  "xyz": [[-0.6517, -1.0074, 1.1424], [0.9796, -1.7421, -1.0494], [1.6421, 0.1390, 1.5367], [1.3639, -2.3167, -1.8215], [0.6707, 0.5765, 1.9410], [-0.9082, 1.0358, -1.4414], [0.8096, -0.9267, -1.6115], [-0.5349, 0.1079, 1.0900], [0.7340, 1.6804, 1.9521], [-1.5005, 0.6159, 1.3774], [-1.9204, 1.2441, -1.1149], [-0.4492, 1.9874, -1.7595], [-0.2513, 0.5279, -0.1911], [-0.8224, 0.1670, -2.1737], [0.6845, 0.0620, 2.9373], [0.1541, -2.1510, -0.8137]],
  "forces_ev_per_angstrom": [[-0.003, 0.791, 0.017], [3.845, 0.328, -2.451], [-1.318, 0.762, -0.169], [-0.031, -0.326, 0.962], [0.815, -1.511, 0.137], [-0.022, -1.922, 2.639], [-0.430, 0.762, 0.617], [-1.178, 0.593, 0.490], [-0.016, -0.680, 0.320], [0.702, -0.679, 0.454], [-0.575, -0.027, -0.682], [0.184, -0.742, 0.168], [1.970, 1.324, -3.538], [-0.356, 1.519, 0.619], [-0.537, 1.009, -0.405], [-3.049, -1.199, 0.823]]
}